Entry 1:
The following is a DFT calculation (ωB97M-V/def2-TZVPD) of the molecule C4H4OS at a distorted geometry.

Orbital gap: 0.2717 Ha
Total energy: -17092.6309 eV
E_LUMO: -1.2 eV
E_HOMO: -8.61 eV
Energy relative to the best compared isomer or geometry (same formula, charge and spin): 58.0 kcal per mole
Molecular weight: 100.142 g/mol

The geometry in ORCA input format:
```
! RIJCOSX wB97M-V def2-TZVPD def2/J DEFGRID3
* xyz 0 1
C 1.1128 -0.7766 0.1207
C -0.0035 1.5306 -0.0202
C -1.2754 -0.6991 -0.0093
H 0.7689 -1.8767 0.3972
C 0.0027 0.1976 0.0898
H -2.2777 -0.1231 -0.0364
H -0.8607 2.1390 -0.1313
H 0.9674 2.2625 -0.2310
S 2.7468 -0.7243 -0.0634
O -1.1813 -1.9300 -0.1162
*
```


Entry 2:
The following is a DFT calculation (ωB97M-V/def2-TZVPD) of the molecule C4H4OS at a distorted geometry.

Orbital gap: 0.3381 Ha
Total energy: -17093.1452 eV
E_LUMO: 0.4 eV
E_HOMO: -8.81 eV
Energy relative to the best compared isomer or geometry (same formula, charge and spin): 46.1 kcal per mole
Molecular weight: 100.142 g/mol

The geometry in ORCA input format:
```
! RIJCOSX wB97M-V def2-TZVPD def2/J DEFGRID3
* xyz 0 1
H 1.5020 0.7423 -0.9047
C 0.8390 1.4461 0.9804
C 0.5593 0.9508 -0.3634
H 1.1589 2.0893 3.1838
C 0.9224 1.8465 2.1254
O -0.7158 -0.7390 0.9312
S -0.5453 -1.3570 -1.5703
H -0.0583 1.6170 -0.9687
H -0.4045 -0.1069 1.6406
C -0.2783 -0.3630 -0.2882
*
```


Entry 3:
The following is a DFT calculation (ωB97M-V/def2-TZVPD) of C4H4OS as an isolated structure at a distorted geometry.

Orbital gap: 0.3100 Ha
Total energy: -17093.5168 eV
E_LUMO: -0.3 eV
E_HOMO: -8.73 eV
Energy relative to the best compared isomer or geometry (same formula, charge and spin): 37.6 kcal per mole
Molecular weight: 100.142 g/mol

The geometry in ORCA input format:
```
! RIJCOSX wB97M-V def2-TZVPD def2/J DEFGRID3
* xyz 0 1
C 1.9553 -0.6137 0.1204
H -1.9456 0.8843 0.8505
S 0.9617 0.8801 -1.3246
C -0.0636 0.2646 -0.0880
H 0.4546 -1.2617 1.5482
H -1.7209 1.2273 -0.9928
H -1.8992 -0.3383 -0.4308
C -1.5207 0.5702 -0.1801
C 0.7369 -0.6280 0.7095
O 3.0414 -0.9848 -0.2122
*
```


Entry 4:
The following is a DFT calculation (ωB97M-V/def2-TZVPD) of the molecule C4H4OS2 at a distorted geometry.

Orbital gap: 0.2571 Ha
Total energy: -27926.3263 eV
E_LUMO: -1.4 eV
E_HOMO: -8.42 eV
Energy relative to the best compared isomer or geometry (same formula, charge and spin): 88.5 kcal per mole
Molecular weight: 132.209 g/mol

The geometry in ORCA input format:
```
! RIJCOSX wB97M-V def2-TZVPD def2/J DEFGRID3
* xyz 0 1
C -0.8862 -0.7769 -0.7433
C 0.1768 -0.7734 -1.5931
H -0.0010 -1.4864 -2.3501
H -1.5402 0.7271 0.7326
H -0.7852 -1.0316 1.2294
H -1.7500 -1.3704 -0.7536
O 2.3512 2.3297 1.6716
S 1.0406 1.7182 1.9010
S 1.6689 0.0423 -1.3511
C -0.7674 -0.0911 0.5628
C 0.4926 0.7127 0.6939
*
```


Entry 5:
The following is a DFT calculation (ωB97M-V/def2-TZVPD) of C4H4OS2 as an isolated structure at a distorted geometry.

Orbital gap: 0.2869 Ha
Total energy: -27927.3929 eV
E_LUMO: -1.0 eV
E_HOMO: -8.83 eV
Energy relative to the best compared isomer or geometry (same formula, charge and spin): 63.9 kcal per mole
Molecular weight: 132.209 g/mol

The geometry in ORCA input format:
```
! RIJCOSX wB97M-V def2-TZVPD def2/J DEFGRID3
* xyz 0 1
H -1.8102 -0.9040 1.4877
C -0.7180 -0.9392 1.1855
O -0.4289 -0.3883 -2.1070
S 2.2225 1.0695 -0.1095
H -0.5915 -1.7526 0.4956
C -0.4265 0.4149 0.6362
C 0.5961 0.2437 -1.8445
H 0.1905 -1.0048 2.0740
H 1.3214 0.7728 -2.4601
C 0.6644 0.6593 -0.2673
S -1.0197 1.8286 0.9095
*
```


Entry 6:
The following is a DFT calculation (ωB97M-V/def2-TZVPD) of C4H4OV as an isolated structure at a distorted geometry.

Orbital gap (spin up / spin down): 0.3002 / 0.2809 Ha
Total energy: -31942.4814 eV
E_LUMO (spin up / spin down): -0.1 / -0.8 eV
E_HOMO (spin up / spin down): -8.32 / -8.41 eV
Energy relative to the best compared isomer or geometry (same formula, charge and spin): 0.0 kcal per mole
Molecular weight: 119.019 g/mol

The geometry in ORCA input format:
```
! RIJCOSX wB97M-V def2-TZVPD def2/J DEFGRID3
* xyz 0 4
C -3.4993 -0.0139 1.9913
C -0.3509 -0.1536 0.3914
V 1.8264 -2.0690 0.3332
H -4.3714 0.2734 2.5506
H 1.9212 -3.5343 1.1316
C -2.6435 -0.3405 1.1868
C -1.5180 -0.8518 0.4804
H -1.5257 -1.9058 0.1876
O 0.8055 -0.6744 0.1175
H -0.3708 0.9192 0.6483
*
```


Entry 7:
The following is a DFT calculation (ωB97M-V/def2-TZVPD) of C4H4OYb as an isolated structure at a distorted geometry.

Orbital gap (spin up / spin down): 0.2347 / 0.2409 Ha
Total energy: -37765.3730 eV
E_LUMO (spin up / spin down): -10.0 / -10.4 eV
E_HOMO (spin up / spin down): -16.34 / -16.98 eV
Energy relative to the best compared isomer or geometry (same formula, charge and spin): 50.6 kcal per mole
Molecular weight: 241.115 g/mol

The geometry in ORCA input format:
```
! RIJCOSX wB97M-V def2-TZVPD def2/J DEFGRID3
* xyz 2 3
H 2.9642 -3.3887 2.8209
O 4.3442 -4.8954 2.7666
C 1.8386 -2.3667 -0.1943
H 1.8714 -2.4745 -2.4603
C 3.3972 -3.8862 0.8280
C 3.5789 -4.0060 2.1479
C 1.6683 -2.2529 -1.4224
H 1.4483 -1.9365 0.7220
Yb 5.9445 -6.3554 2.5797
H 3.8643 -4.4176 -0.0036
*
```


Entry 8:
The following is a DFT calculation (ωB97M-V/def2-TZVPD) of the molecule C4H4S at a distorted geometry.

Orbital gap: 0.2758 Ha
Total energy: -15043.4829 eV
E_LUMO: -1.0 eV
E_HOMO: -8.50 eV
Energy relative to the best compared isomer or geometry (same formula, charge and spin): 96.8 kcal per mole
Molecular weight: 84.143 g/mol

The geometry in ORCA input format:
```
! RIJCOSX wB97M-V def2-TZVPD def2/J DEFGRID3
* xyz 0 1
C -0.5100 -0.8165 0.7603
C 0.5926 -1.5861 0.9447
H 1.2099 1.4785 -1.2753
H -1.3665 -0.8139 1.4030
C 0.8227 0.5116 -0.9068
H -1.3790 0.3110 -0.6895
C -0.5019 0.3553 -0.2227
S 1.7164 -0.7281 -0.3547
H -0.5843 1.2883 0.3411
*
```


Entry 9:
The following is a DFT calculation (ωB97M-V/def2-TZVPD) of the molecule C4H4S at a distorted geometry.

Orbital gap (spin up / spin down): 0.2792 / 0.2932 Ha
Total energy: -15042.5670 eV
E_LUMO (spin up / spin down): -0.7 / -0.8 eV
E_HOMO (spin up / spin down): -8.31 / -8.82 eV
Energy relative to the best compared isomer or geometry (same formula, charge and spin): 117.9 kcal per mole
Molecular weight: 84.143 g/mol

The geometry in ORCA input format:
```
! RIJCOSX wB97M-V def2-TZVPD def2/J DEFGRID3
* xyz 0 1
S -2.0928 -0.8085 -0.0885
H 1.5103 -1.2129 -0.8981
H -0.5171 2.4541 0.0820
C 1.0573 -0.7261 0.0270
C 0.7314 0.6278 0.0353
H -0.0538 -1.3868 0.0433
H 1.6058 -1.0134 0.8875
C -1.8454 0.7440 -0.0596
C -0.3955 1.3217 -0.0288
*
```


Entry 10:
The following is a DFT calculation (ωB97M-V/def2-TZVPD) of the molecule C4H4S at a distorted geometry.

Orbital gap: 0.3118 Ha
Total energy: -15043.1696 eV
E_LUMO: -0.1 eV
E_HOMO: -8.55 eV
Energy relative to the best compared isomer or geometry (same formula, charge and spin): 104.0 kcal per mole
Molecular weight: 84.143 g/mol

The geometry in ORCA input format:
```
! RIJCOSX wB97M-V def2-TZVPD def2/J DEFGRID3
* xyz 0 1
C -1.4426 0.1464 0.3627
C 1.0019 -0.0983 -0.9994
H 1.0365 0.0593 -2.0339
H 0.2533 1.0037 0.6863
C 0.0049 0.1320 0.1485
H 2.1236 -1.0713 0.6427
C 1.2147 -0.6864 0.1658
S -2.8355 0.0537 -0.4530
H -1.3568 0.4611 1.4803
*
```